C2H3O5S2 | the ωB97M-V functional and the def2-TZVPD basis

## Properties
Calculated total energy in eV: -34030.56774
HOMO-LUMO gap in eV: 7.97
Lowest unoccupied orbital energy in eV: 2.57
HOMO energy in eV: -5.40
Net charge: -1

Each line ends with the natural charge from an NBO analysis.
CARTESIAN COORDINATES (ANGSTROEM)
C (-1.521, 0.254, -0.390)  -0.46
C (-0.212, 0.055, 0.196)  -0.21
O (3.251, -0.384, -0.851)  -1.00
O (-4.048, -0.077, -0.493)  -0.96
O (1.887, -1.245, 0.893)  -1.05
O (2.333, 1.129, 0.813)  -1.03
O (0.842, 0.124, -0.760)  -0.73
S (-2.912, -0.037, 0.440)  1.09
S (2.199, -0.096, 0.075)  2.59
H (-1.808, 0.379, -1.430)  0.25
H (-0.126, -1.043, 0.696)  0.27
H (0.114, 0.941, 0.811)  0.25

***

C2H3OP | the ωB97M-V functional and the def2-TZVPD basis

## Properties
Calculated total energy in eV: -13456.15057
HOMO-LUMO gap in eV: 9.59
Lowest unoccupied orbital energy in eV: 0.40
HOMO energy in eV: -9.19
Net charge: 0

Each line ends with the natural charge from an NBO analysis.
CARTESIAN COORDINATES (ANGSTROEM)
C (-0.164, -1.019, -0.195)  -0.75
C (0.440, 0.649, -0.023)  -0.04
O (-0.832, 1.134, -0.175)  -0.77
P (-1.678, -0.294, -0.054)  0.95
H (0.288, -1.940, 0.158)  0.22
H (0.758, 0.471, 0.972)  0.19
H (1.187, 0.999, -0.683)  0.19

***

C2H3OS3 | the ωB97M-V functional and the def2-TZVPD basis

## Properties
Calculated total energy in eV: -36676.66860
HOMO-LUMO gap in eV: 7.00
Lowest unoccupied orbital energy in eV: 3.27
HOMO energy in eV: -3.73
Net charge: -1
Structure (SMILES): [O-]C(=S)C(S)S

Each line ends with the natural charge from an NBO analysis.
CARTESIAN COORDINATES (ANGSTROEM)
O (-0.937, -1.564, -0.321)  -0.68
C (-0.195, -0.713, -0.867)  0.27
S (0.513, -0.758, -2.382)  -0.42
C (-0.006, 0.532, 0.007)  -0.58
S (1.676, 0.962, 0.503)  -0.01
S (-1.017, 0.751, 1.516)  -0.12
H (-0.318, 1.469, -0.820)  0.25
H (2.045, -0.189, 0.878)  0.10
H (-1.761, -0.491, 1.486)  0.18

***

C2H3OZn | the ωB97M-V functional and the def2-TZVPD basis

## Properties
Calculated total energy in eV: -52577.56135
HOMO-LUMO gap in eV: 8.60
Lowest unoccupied orbital energy in eV: -6.28
HOMO energy in eV: -14.89
Net charge: +1

Each line ends with the natural charge from an NBO analysis.
CARTESIAN COORDINATES (ANGSTROEM)
O (0.202, 0.730, 0.165)  -0.72
C (-0.449, -0.250, 0.220)  0.78
C (-1.046, -1.399, 0.280)  -0.65
H (-1.237, -1.945, -0.646)  0.31
H (2.341, 2.503, -1.412)  -0.29
H (-1.266, -1.832, 1.257)  0.31
Zn (1.456, 2.194, 0.135)  1.25

***

C2H3P | the ωB97M-V functional and the def2-TZVPD basis

## Properties
Calculated total energy in eV: -11404.72210
HOMO-LUMO gap (alpha / beta) in eV: 8.30 / 8.43
Lowest unoccupied orbital energy (alpha / beta) in eV: -0.91 / -0.58
HOMO energy (alpha / beta) in eV: -9.22 / -9.01
Net charge: 0

Each line ends with the natural charge from an NBO analysis.
CARTESIAN COORDINATES (ANGSTROEM)
C (0.765, -0.708, -0.035)  -0.43
C (0.493, 0.701, -0.132)  -0.62
P (2.272, -0.049, 0.027)  0.54
H (-0.252, -2.421, 0.186)  0.11
H (0.380, 1.386, -0.905)  0.21
H (0.363, 1.143, 0.853)  0.19

***

C2H3PS3 | the ωB97M-V functional and the def2-TZVPD basis

## Properties
Calculated total energy in eV: -43914.77765
HOMO-LUMO gap in eV: 8.23
Lowest unoccupied orbital energy in eV: -0.34
HOMO energy in eV: -8.57
Net charge: 0
Structure (SMILES): [H]/P=C1/CSSS1

Each line ends with the natural charge from an NBO analysis.
CARTESIAN COORDINATES (ANGSTROEM)
H (-1.339, -0.213, 2.376)  -0.04
P (-0.093, -0.614, 2.150)  0.47
C (-0.439, -0.165, 0.615)  -0.64
C (0.978, -0.365, -0.589)  -0.57
S (0.467, 0.162, -2.188)  0.14
S (-0.677, 1.753, -1.509)  -0.01
S (-1.742, 0.659, -0.191)  0.20
H (1.818, 0.148, -0.150)  0.22
H (1.028, -1.364, -0.513)  0.22

***

C2H4 | the ωB97M-V functional and the def2-TZVPD basis

## Properties
Calculated total energy in eV: -2137.73697
HOMO-LUMO gap in eV: 11.70
Lowest unoccupied orbital energy in eV: 1.43
HOMO energy in eV: -10.26
Net charge: 0
Structure (SMILES): C=C

Each line ends with the natural charge from an NBO analysis.
CARTESIAN COORDINATES (ANGSTROEM)
C (-0.670, -0.002, -0.002)  -0.40
C (0.648, -0.001, -0.034)  -0.39
H (-1.107, 1.011, -0.005)  0.20
H (-1.241, -0.935, 0.061)  0.21
H (1.256, 0.904, 0.113)  0.20
H (1.225, -0.966, 0.042)  0.19

***

C2H40O20 | the ωB97M-V functional and the def2-TZVPD basis

## Properties
Calculated total energy in eV: -43674.48511
HOMO-LUMO gap in eV: 7.73
Lowest unoccupied orbital energy in eV: 4.60
HOMO energy in eV: -3.13
Net charge: -2

Each line ends with the natural charge from an NBO analysis.
CARTESIAN COORDINATES (ANGSTROEM)
O (-1.270, 9.032, -6.396)  -1.01
C (-1.048, 7.899, -5.702)  -0.07
C (-1.793, 6.787, -6.218)  -0.07
O (-1.314, 5.673, -5.596)  -1.00
H (-1.135, 8.229, -4.664)  0.12
H (-0.032, 7.720, -5.914)  0.14
H (-1.723, 6.703, -7.328)  0.15
H (-2.783, 6.958, -5.914)  0.10
O (-3.721, 8.915, -7.292)  -1.05
H (-2.839, 8.807, -6.876)  0.50
H (-3.679, 9.856, -7.440)  0.50
O (0.624, 10.029, -4.511)  -1.01
H (0.444, 9.885, -3.596)  0.50
H (-0.008, 9.638, -5.174)  0.51
O (-1.984, 9.845, -9.608)  -1.01
H (-1.606, 10.515, -9.084)  0.48
H (-1.401, 9.114, -9.380)  0.48
O (-1.145, 8.808, -2.497)  -0.96
H (-1.535, 8.125, -1.905)  0.48
H (-1.370, 8.496, -3.384)  0.46
O (-4.377, 8.231, -3.427)  -0.97
H (-4.741, 7.823, -4.196)  0.50
H (-5.222, 8.460, -2.998)  0.47
O (-3.229, 11.701, -7.267)  -0.95
H (-3.407, 12.255, -6.471)  0.47
H (-2.327, 11.534, -7.152)  0.47
O (2.409, 7.932, -4.703)  -0.95
H (1.667, 8.521, -4.743)  0.50
H (2.534, 7.710, -5.613)  0.46
O (-2.845, 5.862, -3.420)  -0.99
H (-3.110, 6.818, -3.274)  0.46
H (-2.318, 5.888, -4.252)  0.48
O (-4.055, 4.598, -6.223)  -0.95
H (-4.613, 5.279, -6.630)  0.46
H (-3.257, 5.021, -5.943)  0.48
O (0.997, 5.545, -7.208)  -0.97
H (1.143, 6.394, -7.678)  0.46
H (0.178, 5.652, -6.733)  0.49
O (0.686, 6.035, -3.949)  -1.03
H (-0.066, 5.962, -4.531)  0.49
H (1.427, 6.578, -4.338)  0.47
O (-1.812, 4.186, -8.121)  -0.96
H (-1.666, 4.816, -7.417)  0.49
H (-2.639, 4.421, -8.577)  0.47
O (-5.376, 7.032, -5.661)  -0.95
H (-4.541, 7.280, -5.978)  0.49
H (-5.886, 7.430, -6.364)  0.48
O (-2.770, 10.403, -4.573)  -1.00
H (-3.280, 9.686, -4.192)  0.48
H (-2.268, 9.889, -5.192)  0.48
O (-1.165, 3.539, -4.172)  -0.96
H (-1.307, 4.266, -4.769)  0.50
H (-0.662, 2.870, -4.713)  0.44
O (-0.187, 8.074, -8.844)  -0.99
H (-0.662, 7.345, -9.260)  0.49
H (-0.597, 8.287, -7.972)  0.51
O (-3.455, 7.294, -9.574)  -0.99
H (-3.506, 7.805, -8.783)  0.50
H (-3.330, 7.966, -10.253)  0.47
O (-0.542, 11.217, -7.586)  -1.00
H (-0.779, 10.452, -6.992)  0.52
H (-0.693, 12.065, -7.144)  0.46

***

C2H42O21 | the ωB97M-V functional and the def2-TZVPD basis

## Properties
Calculated total energy in eV: -45755.38398
HOMO-LUMO gap in eV: 7.62
Lowest unoccupied orbital energy in eV: 4.05
HOMO energy in eV: -3.57
Net charge: -2

Each line ends with the natural charge from an NBO analysis.
CARTESIAN COORDINATES (ANGSTROEM)
O (2.265, -19.589, 6.684)  -1.00
C (1.091, -20.215, 6.417)  -0.10
C (0.322, -19.617, 5.261)  -0.03
O (-0.430, -20.566, 4.624)  -1.03
H (0.506, -20.174, 7.307)  0.13
H (1.279, -21.260, 6.081)  0.13
H (0.953, -19.206, 4.451)  0.14
H (-0.158, -18.746, 5.691)  0.09
O (-1.335, -17.036, 4.610)  -0.94
H (-0.896, -17.681, 5.215)  0.48
H (-2.229, -17.336, 4.455)  0.47
O (1.068, -23.290, 8.773)  -0.99
H (0.332, -22.910, 9.199)  0.46
H (1.739, -22.594, 8.616)  0.50
O (-0.737, -16.521, 7.608)  -0.99
H (-1.528, -17.053, 7.447)  0.48
H (0.011, -16.905, 7.130)  0.47
O (1.957, -21.965, 3.781)  -0.97
H (2.474, -21.547, 3.113)  0.48
H (1.431, -21.337, 4.242)  0.49
O (1.711, -16.878, 6.036)  -0.96
H (1.494, -17.788, 6.066)  0.48
H (2.424, -16.845, 5.353)  0.48
O (-1.157, -21.796, 9.080)  -0.93
H (-1.731, -22.114, 9.793)  0.47
H (-0.984, -20.914, 9.403)  0.48
O (-2.949, -19.756, 3.476)  -0.97
H (-2.677, -19.229, 2.726)  0.46
H (-2.179, -20.157, 3.814)  0.49
O (0.364, -16.749, 2.669)  -1.02
H (1.064, -17.385, 2.798)  0.48
H (-0.230, -16.831, 3.469)  0.49
O (-1.496, -22.340, 3.129)  -0.96
H (-1.064, -21.663, 3.694)  0.50
H (-0.779, -22.532, 2.512)  0.43
O (4.536, -18.496, 7.234)  -1.00
H (4.600, -17.582, 6.958)  0.46
H (3.708, -18.892, 6.914)  0.51
O (0.190, -20.249, 1.806)  -0.96
H (-0.068, -20.116, 2.720)  0.50
H (0.286, -21.194, 1.809)  0.46
O (3.489, -19.410, 4.428)  -1.01
H (4.393, -19.523, 4.730)  0.48
H (3.012, -19.530, 5.248)  0.50
O (-2.335, -20.466, 6.639)  -1.01
H (-1.998, -20.922, 7.407)  0.48
H (-1.585, -20.546, 5.974)  0.50
O (3.061, -21.509, 8.134)  -1.01
H (2.900, -20.786, 7.523)  0.51
H (3.360, -21.100, 8.943)  0.48
O (1.091, -18.375, 8.946)  -0.93
H (0.958, -19.064, 9.629)  0.43
H (1.346, -18.908, 8.198)  0.49
O (2.814, -23.487, 6.216)  -0.96
H (2.259, -23.069, 5.576)  0.48
H (3.091, -22.758, 6.742)  0.47
O (2.386, -18.575, 2.024)  -1.02
H (2.701, -19.015, 2.858)  0.50
H (1.671, -19.185, 1.714)  0.49
O (-2.987, -17.890, 7.057)  -0.96
H (-2.734, -18.779, 7.096)  0.50
H (-3.280, -17.759, 6.160)  0.47
O (-0.447, -22.947, 6.222)  -0.97
H (0.029, -22.822, 7.024)  0.47
H (-0.286, -22.166, 5.723)  0.47

***

C2H4BFO | the ωB97M-V functional and the def2-TZVPD basis

## Properties
Calculated total energy in eV: -7575.47840
HOMO-LUMO gap (alpha / beta) in eV: 7.77 / 7.77
Lowest unoccupied orbital energy (alpha / beta) in eV: -1.14 / -1.14
HOMO energy (alpha / beta) in eV: -8.91 / -8.91
Net charge: 0

Each line ends with the natural charge from an NBO analysis.
CARTESIAN COORDINATES (ANGSTROEM)
B (-1.037, -0.852, -0.455)  0.54
C (0.970, 0.842, 1.477)  0.30
C (1.187, -0.264, 0.585)  0.00
O (0.836, 0.775, 2.677)  -0.53
F (1.487, -1.459, 1.143)  -0.35
H (-1.851, -1.186, 0.286)  -0.12
H (-1.010, -0.618, -1.584)  -0.13
H (0.948, 1.814, 0.937)  0.11
H (1.711, -0.143, -0.355)  0.18